{
  "formula": "C20H25NO3S",
  "method": "ωB97M-V/def2-TZVPD",
  "energy_ev": -39613.391,
  "smiles": "Cc1ccc(S(=O)(=O)CCN2CCC(O)(c3ccccc3)CC2)cc1",
  "total_charge": 0,
  "e_homo_ev": -8.62,
  "orbital_gap_ev": 9.21,
  "species": ["C", "C", "C", "C", "C", "C", "C", "H", "H", "S", "O", "O", "C", "C", "N", "C", "C", "H", "H", "C", "C", "C", "C", "C", "C", "C", "H", "H", "H", "H", "H", "C", "C", "H", "H", "H", "H", "O", "H", "H", "H", "H", "H", "H", "H", "H", "H", "H", "H", "H"],
  "positions_angstrom": [[-1.18, 2.63, -3.83], [-0.61, 1.36, -3.28], [-1.04, 0.13, -3.76], [-0.49, -1.05, -3.27], [0.47, -0.99, -2.28], [0.92, 0.23, -1.81], [0.39, 1.40, -2.31], [0.74, 2.35, -1.94], [1.69, 0.23, -1.05], [1.19, -2.51, -1.66], [1.71, -3.23, -2.80], [2.12, -2.20, -0.61], [-0.17, -3.54, -0.98], [-1.32, -2.69, -0.49], [-0.85, -1.50, 0.19], [-0.23, -1.79, 1.48], [0.41, -0.53, 2.05], [1.17, -0.19, 1.34], [0.88, -0.77, 3.00], [-0.63, 0.56, 2.26], [-0.05, 1.89, 2.73], [-0.92, 2.93, 3.06], [-0.44, 4.15, 3.50], [0.92, 4.36, 3.63], [1.79, 3.33, 3.31], [1.32, 2.11, 2.87], [2.02, 1.33, 2.63], [2.86, 3.49, 3.41], [1.29, 5.31, 3.98], [-1.14, 4.94, 3.75], [-1.99, 2.79, 2.96], [-1.34, 0.79, 0.91], [-1.91, -0.52, 0.37], [-2.37, -0.33, -0.61], [-2.68, -0.89, 1.06], [-0.62, 1.19, 0.20], [-2.16, 1.51, 1.02], [-1.54, 0.06, 3.23], [-2.15, 0.77, 3.49], [0.56, -2.53, 1.32], [-0.97, -2.19, 2.19], [-1.98, -3.30, 0.16], [-1.92, -2.36, -1.34], [0.30, -4.12, -0.19], [-0.48, -4.20, -1.79], [-0.80, -2.01, -3.65], [-1.80, 0.09, -4.53], [-2.20, 2.48, -4.17], [-1.17, 3.42, -3.08], [-0.59, 2.97, -4.68]]
}